No. 1
This record from the OMol25 dataset describes an isolated molecule of C4H4O2. The level of theory is wB97M-V/def2-TZVPD.

```
10
Properties=species:S:1:pos:R:3:forces:R:3
C 0.72065 -0.58927 -0.20497 0.467 0.082 -0.324
O -0.12311 1.63141 0.02418 0.036 0.224 0.081
O -0.98523 -0.76651 -2.01841 0.023 0.235 0.539
C -1.16434 0.63662 0.05737 0.142 -0.610 0.546
H -1.15862 0.19449 1.10282 -1.787 0.478 -0.106
H 0.61451 0.72360 1.74318 -0.160 -0.235 -0.143
C -0.57895 -0.35645 -0.97215 -0.069 -0.360 -0.261
H 1.67277 -0.43556 -0.69750 0.237 -0.308 -0.288
H 0.66636 -1.58375 0.26043 0.071 0.300 -0.024
C 0.33594 0.54541 0.70504 1.041 0.196 -0.021
```
Positions in Å, forces in eV/Å.

The calculation puts the HOMO energy at -9.23 eV. The LUMO energy is 0.74 eV. As for the structure (SMILES): O=C1C[C@H]2O[C@@H]12. Its frontier orbital gap is 9.97 eV. The calculation puts the max |F| at 1.853 eV/Å. Its net charge is 0. The value obtained for the energy above the lowest of the compared OMol25 structures with the same formula, charge and spin is 93.5 kcal/mol.

natural (NBO) population analysis, charges in e, atoms 1 to 4: atom 1 (C): -0.554, atom 2 (O): -0.439, atom 3 (O): -0.473, atom 4 (C): -0.154

---

No. 2
This record from the OMol25 dataset describes the ion C6H10N with charge +1. The level of theory is wB97M-V/def2-TZVPD.

```
17
Properties=species:S:1:pos:R:3:forces:R:3
C -1.71817 0.31517 -0.76871 1.345 -2.302 0.820
H -0.61143 -0.97259 3.12074 -0.235 -0.101 0.322
C -0.33353 -0.60000 0.14519 -3.133 2.031 -3.203
H -2.22731 -0.44436 -1.40634 1.039 0.724 -0.153
H 0.68059 -0.60464 -1.74124 -0.117 1.123 1.262
H -0.36818 1.64883 -2.16720 -0.788 -0.087 1.512
H -2.50347 0.72169 -0.15255 0.117 0.203 0.630
C -0.55705 -1.71920 2.34266 2.039 -1.821 -1.072
C -0.53448 1.21592 -1.13226 1.714 -0.615 0.183
H -0.39216 1.88295 -0.22589 -0.364 0.083 -1.667
H -0.27938 -2.84296 2.55182 -1.267 2.255 -0.400
N -0.38260 -1.27932 1.15661 0.143 -0.490 2.017
H 2.56955 -0.30673 -0.23026 0.273 0.332 0.334
H 1.77689 1.04565 0.71075 0.549 0.133 -0.679
C 1.95977 0.59819 -0.28263 -1.870 -1.634 -0.375
H 2.33169 1.21514 -1.06870 0.742 0.931 0.037
C 0.58925 0.12626 -0.85199 -0.186 -0.765 0.433
```
Positions in Å, forces in eV/Å.

The calculation puts the HOMO energy at -14.48 eV. The LUMO energy is -5.29 eV. As for the structure (SMILES): C=[N+]=C1CC[C@H]1C. Its frontier orbital gap is 9.19 eV. The calculation puts the max |F| at 4.919 eV/Å. Its net charge is +1. The value obtained for the energy above the lowest of the compared OMol25 structures with the same formula, charge and spin is 58.5 kcal/mol.

natural (NBO) population analysis, charges in e, atoms 1 to 4: atom 1 (C): -0.291, atom 2 (H): 0.235, atom 3 (C): 0.431, atom 4 (H): 0.247

---

No. 3
This record from the OMol25 dataset describes a cluster of 3 separate species, C3H11NO2 in total. The level of theory is wB97M-V/def2-TZVPD.

```
17
Properties=species:S:1:pos:R:3:forces:R:3
H -2.21182 -0.21524 0.68664 0.725 0.715 0.155
C 1.03006 -0.53302 0.13652 -0.542 -4.201 0.435
H 3.00797 0.54471 1.28476 0.606 -1.041 1.660
O -1.48602 1.59945 0.08891 2.547 -0.100 -1.009
C 0.14133 -1.28991 -0.96037 2.130 -1.820 -1.743
H -1.90080 1.63015 -0.77954 -0.319 0.093 0.019
N 1.58333 0.72027 -0.13296 -1.903 3.599 1.319
H 0.31912 -0.48422 1.03940 1.218 0.242 -1.194
H -3.44107 -0.37686 -0.12710 -0.263 -0.016 -0.142
H -0.50052 1.54484 -0.20269 -1.883 0.133 0.931
C 2.30817 1.17588 0.82364 -1.296 2.385 -2.031
H 0.73900 -2.01955 -1.67856 -0.267 1.447 1.606
H -0.58861 -2.08539 -0.57485 0.522 2.062 -0.159
H 1.94392 -1.10088 0.45386 -1.028 -0.883 0.069
H -0.17803 -0.59228 -1.76472 -0.720 -0.217 1.039
H 2.18348 2.28268 1.13131 1.100 -1.598 -0.987
O -2.94949 -0.80060 0.57574 -0.628 -0.802 0.032
```
Positions in Å, forces in eV/Å.

The calculation puts the HOMO energy at -9.44 eV. The LUMO energy is 0.21 eV. As for the structure (SMILES): C=NCC.O.O. Its frontier orbital gap is 9.65 eV. The calculation puts the max |F| at 4.280 eV/Å. Its net charge is 0. The value obtained for the energy above the lowest of the compared OMol25 structures with the same formula, charge and spin is 61.4 kcal/mol.

natural (NBO) population analysis, charges in e, atoms 1 to 4: atom 1 (H): 0.485, atom 2 (C): -0.265, atom 3 (H): 0.147, atom 4 (O): -0.966

---

No. 4
This record from the OMol25 dataset describes a cluster of 2 separate species, C7H10N2O in total. The level of theory is wB97M-V/def2-TZVPD.

```
20
Properties=species:S:1:pos:R:3:forces:R:3
C -2.69163 -1.13962 0.02073 1.068 -0.828 -0.083
H 3.10888 1.32521 -0.99370 -1.188 0.273 0.726
H -3.35286 -2.05197 0.22456 0.939 1.771 -0.158
C -2.91107 0.19008 0.32010 -0.730 3.166 1.271
C -0.66468 0.76846 -0.53624 -3.208 4.516 0.030
C -1.94528 1.19475 -0.12128 -0.906 -0.633 1.226
H 2.99444 1.46464 0.73165 -0.270 0.438 0.736
N -0.47893 -0.46710 -0.74410 1.612 -1.509 -0.739
H 0.09319 1.54474 -0.79126 -1.196 -1.034 -0.077
H -2.27834 2.25514 -0.00891 0.744 -0.956 -0.011
H 1.39260 1.67786 -0.27187 2.378 -0.235 0.632
C 2.40005 1.18935 -0.11828 0.503 -1.371 -1.857
O 1.85756 -0.96104 -1.20805 2.252 1.828 2.531
H -3.75456 0.69833 1.04629 1.674 -1.893 -2.307
C -1.38372 -1.34593 -0.54658 -2.270 -2.599 0.509
H 2.28045 -0.58516 1.92733 0.066 0.116 -0.423
N 2.24831 -1.02729 1.01790 -0.323 -1.227 0.745
C 2.17038 -0.34391 -0.15509 -1.028 -1.430 -2.599
H -1.04506 -2.35587 -0.81876 -0.527 0.107 0.136
H 1.96027 -2.03068 1.02556 0.411 1.502 -0.288
```
Positions in Å, forces in eV/Å.

The calculation puts the HOMO energy at -8.50 eV. The LUMO energy is 0.85 eV. As for the structure (SMILES): c1ccncc1.CC(N)=O. Its frontier orbital gap is 9.35 eV. The calculation puts the max |F| at 5.539 eV/Å. Its net charge is 0. The value obtained for the energy above the lowest of the compared OMol25 structures with the same formula, charge and spin is 60.8 kcal/mol.

natural (NBO) population analysis, charges in e, atoms 1 to 4: atom 1 (C): -0.279, atom 2 (H): 0.246, atom 3 (H): 0.237, atom 4 (C): -0.186